ORCA calculation (the ωB97M-V functional and the def2-TZVPD basis) on an isolated molecule of C5H11NO.

Positions of all 18 atoms, in Å:
C1 -1.884 0.159 -1.277
C2 -1.152 -0.338 -0.032
C3 0.302 0.149 0.072
C4 0.415 1.551 0.680
N1 1.099 -0.814 0.823
C5 2.183 -1.426 0.281
O1 2.663 -1.167 -0.806
H1 -1.805 1.245 -1.394
H2 -1.468 -0.307 -2.177
H3 -2.947 -0.096 -1.229
H4 -1.698 -0.031 0.871
H5 -1.150 -1.435 -0.041
H6 0.761 0.155 -0.922
H7 0.070 2.317 -0.022
H8 -0.188 1.636 1.593
H9 1.456 1.773 0.936
H10 0.741 -1.165 1.700
H11 2.604 -2.205 0.945

Computed properties:
SMILES: CC[C@@H](C)NC=O
Highest occupied orbital energy, eV: -9.73
ΔE to the lowest compared entry with this formula, charge and spin, kcal/mol: 7.0
Multiplicity: 1
LUMO, eV: 0.9
Energy, a.u.: -327.12020
Kohn-Sham gap, eV: 10.63

=====

ORCA calculation (the ωB97M-V functional and the def2-TZVPD basis) on a cluster of 10 separate species, C8H30ClO15 in total at a distorted geometry.

Positions of all 54 atoms, in Å:
Cl1 23.707 -2.076 20.831
O1 23.356 -2.883 21.970
O2 24.417 -2.846 19.826
O3 22.549 -1.706 20.061
O4 24.502 -0.995 21.341
O5 23.483 1.828 18.189
H1 24.071 1.389 18.804
H2 23.525 1.295 17.395
O6 25.229 -4.761 15.160
H3 26.095 -4.656 14.765
H4 24.991 -3.881 15.453
O7 23.201 -0.876 16.171
H5 22.876 -1.287 16.971
H6 22.445 -0.859 15.585
O8 19.873 0.991 22.520
H7 19.526 1.270 21.672
H8 20.652 0.478 22.303
C1 22.148 1.630 26.884
C2 22.646 0.198 26.950
C3 24.092 -0.002 26.510
O9 24.675 -0.621 27.568
C4 23.868 -0.668 28.665
O10 24.145 -1.152 29.774
O11 22.655 -0.192 28.315
H9 23.051 2.144 27.213
H10 21.310 1.811 27.557
H11 21.733 1.900 25.913
H12 21.961 -0.516 26.493
H13 24.560 0.972 26.369
H14 24.060 -0.676 25.654
C5 18.245 -3.247 21.423
O12 17.551 -4.532 21.688
H15 17.924 -2.317 21.892
H16 19.256 -3.331 21.823
H17 18.437 -2.869 20.419
H18 16.753 -4.278 22.158
C6 20.125 -5.148 25.433
O13 21.509 -5.269 25.833
H19 19.397 -4.748 26.138
H20 19.953 -4.514 24.564
H21 19.841 -6.181 25.230
H22 21.971 -4.933 25.062
C7 19.239 3.276 18.905
O14 19.586 1.922 19.126
H23 18.983 3.472 17.864
H24 18.450 3.354 19.653
H25 19.959 4.019 19.247
H26 20.521 1.984 19.335
C8 21.515 -7.097 19.065
O15 22.499 -7.152 20.048
H27 21.005 -8.059 19.036
H28 20.871 -6.267 19.356
H29 22.036 -6.909 18.126
H30 22.313 -6.486 20.714

Computed properties:
Highest occupied orbital energy, eV: -6.26
Multiplicity: 1
Total charge: -1
LUMO, eV: 2.4
Energy, a.u.: -1911.30952
Kohn-Sham gap, eV: 8.61

=====

ORCA calculation (the ωB97M-V functional and the def2-TZVPD basis) on a structure of composition C8H18I2IrNOP2 at a distorted geometry.

Positions of all 33 atoms, in Å:
I1 1.154 1.874 -4.154
I2 -2.111 -1.154 -1.548
Ir1 -0.270 -0.166 -0.112
P1 1.264 -1.840 -0.426
C1 1.504 -2.353 -2.139
C2 2.894 -1.433 0.276
H1 3.542 -2.311 0.225
H2 1.346 -4.086 0.466
H3 2.729 -1.125 1.300
H4 0.580 -2.891 1.582
H5 1.948 -1.512 -2.693
H6 3.336 -0.603 -0.300
C3 0.645 -3.252 0.542
H7 2.147 -3.225 -2.159
H8 -0.345 -3.535 0.189
H9 0.509 -2.590 -2.578
P2 -1.309 1.762 0.598
C4 -2.112 2.721 -0.701
C5 -2.550 1.225 1.813
H10 0.304 2.280 2.261
H11 -0.744 3.696 1.920
H12 0.583 3.256 0.788
C6 -0.176 2.869 1.492
H13 -1.984 0.703 2.603
H14 -3.063 2.100 2.217
H15 -2.676 3.529 -0.236
H16 -2.804 2.044 -1.263
H17 -3.250 0.536 1.344
H18 -1.350 3.101 -1.378
C7 -0.221 0.436 -1.808
O1 -0.429 0.666 -2.948
N1 0.642 -0.384 2.970
C8 0.266 -0.340 1.856

Computed properties:
Highest occupied orbital energy (spin up / spin down), eV: -15.33 / -15.19
ΔE to the lowest compared entry with this formula, charge and spin, kcal/mol: 30.6
Multiplicity: 5
Total charge: +2
⟨S²⟩: 6.021
LUMO (spin up / spin down), eV: -7.6 / -11.6
Energy, a.u.: -1827.33396
Kohn-Sham gap (spin up / spin down), eV: 7.76 / 3.57

=====

ORCA calculation (the ωB97M-V functional and the def2-TZVPD basis) on a structure of composition C2H7B3BeO3 at a distorted geometry.

Positions of all 16 atoms, in Å:
C1 1.618 -1.089 0.591
C2 1.302 0.189 -0.214
B1 -0.276 0.436 -0.670
O1 -0.963 -0.478 -1.343
B2 -2.217 -0.726 -0.672
O2 -2.795 0.341 -0.030
B3 -1.963 1.253 0.554
O3 -0.825 1.602 -0.264
H1 2.217 -1.757 -0.019
H2 2.210 -0.850 1.467
H3 0.691 -1.568 0.879
H4 2.020 0.174 -1.149
H5 1.545 1.076 0.521
H6 -2.626 -1.826 -0.611
H7 -2.046 1.609 1.674
Be1 2.106 1.612 -0.715

Computed properties:
Highest occupied orbital energy, eV: -19.34
Multiplicity: 1
Total charge: +2
LUMO, eV: -13.6
Energy, a.u.: -394.81076
Kohn-Sham gap, eV: 5.73

=====

ORCA calculation (the ωB97M-V functional and the def2-TZVPD basis) on a cluster of 13 separate species, C54H98N2O28 in total at a distorted geometry.

Positions of all 182 atoms, in Å:
O1 17.934 10.184 17.727
C1 18.583 9.644 16.906
O2 18.348 9.840 15.568
C2 17.242 10.745 15.291
C3 15.992 9.888 15.095
C4 19.736 8.697 17.052
H1 17.525 11.255 14.375
H2 17.106 11.465 16.081
H3 15.672 9.271 15.977
H4 16.219 9.187 14.357
H5 15.115 10.450 14.774
H6 19.821 7.994 16.222
H7 19.615 8.280 18.052
H8 20.652 9.288 17.096
O3 25.134 16.156 17.932
C5 24.327 16.070 18.925
O4 23.480 17.051 19.258
C6 23.443 18.095 18.217
C7 23.060 17.513 16.841
C8 24.142 14.793 19.730
H9 24.381 18.634 18.200
H10 22.686 18.791 18.482
H11 23.900 17.125 16.344
H12 22.499 18.243 16.257
H13 22.327 16.670 17.011
H14 23.080 14.398 19.854
H15 24.529 14.992 20.732
H16 24.737 13.977 19.289
O5 9.880 10.246 22.088
C9 10.302 11.099 21.338
O6 11.462 11.810 21.591
C10 12.043 11.499 22.933
C11 12.240 12.789 23.704
C12 9.797 11.420 19.942
H17 12.955 10.889 22.865
H18 11.309 10.873 23.363
H19 12.841 13.524 23.251
H20 12.777 12.481 24.649
H21 11.261 13.250 23.889
H22 9.898 10.537 19.317
H23 10.345 12.308 19.516
H24 8.737 11.670 20.034
O7 11.588 11.707 12.525
C13 12.285 12.205 11.692
O8 11.968 13.280 10.946
C14 10.635 13.772 11.264
C15 10.672 14.738 12.411
C16 13.704 11.674 11.269
H25 10.018 12.907 11.473
H26 10.336 14.299 10.361
H27 9.566 14.847 12.650
H28 11.160 15.740 12.267
H29 11.034 14.232 13.325
H30 13.972 10.821 11.895
H31 14.496 12.394 11.288
H32 13.550 11.359 10.218
O9 19.330 17.420 23.524
C17 19.275 16.440 24.232
O10 18.279 15.535 24.229
C18 17.014 15.968 23.559
C19 15.992 16.333 24.609
C20 20.388 16.017 25.082
H33 16.763 15.102 22.938
H34 17.351 16.775 22.886
H35 15.546 15.447 25.109
H36 15.277 16.979 24.120
H37 16.456 16.865 25.451
H38 20.878 16.878 25.506
H39 21.073 15.476 24.510
H40 19.922 15.379 25.811
C21 17.598 8.429 21.525
C22 16.743 8.680 20.352
O11 15.335 8.959 20.623
C23 14.501 7.896 20.644
O12 14.795 6.743 20.436
O13 13.282 8.382 20.885
C24 12.177 7.489 20.850
H41 17.220 8.992 22.408
H42 18.611 8.660 21.261
H43 17.462 7.371 21.707
H44 16.775 7.917 19.639
H45 17.077 9.641 19.896
H46 12.455 6.449 21.011
H47 11.725 7.580 19.847
H48 11.494 7.836 21.625
C25 14.403 19.051 14.569
C26 15.197 17.846 15.116
O14 16.424 17.695 14.366
C27 16.246 17.159 13.188
O15 15.266 16.572 12.781
O16 17.375 17.241 12.441
C28 17.358 16.590 11.226
H49 14.926 19.692 13.841
H50 14.153 19.668 15.455
H51 13.452 18.777 14.141
H52 14.693 16.845 15.035
H53 15.523 18.049 16.131
H54 17.918 17.180 10.506
H55 16.334 16.505 10.838
H56 17.833 15.600 11.307
C29 19.733 17.438 18.323
C30 20.145 16.635 19.524
O17 20.810 17.567 20.332
C31 21.496 16.884 21.350
O18 21.630 15.673 21.516
O19 22.002 17.800 22.145
C32 21.466 19.101 22.102
H57 20.571 17.946 17.884
H58 18.965 18.214 18.541
H59 19.432 16.833 17.451
H60 20.850 15.819 19.189
H61 19.345 16.146 20.151
H62 20.439 19.054 22.297
H63 21.697 19.470 21.089
H64 22.059 19.656 22.793
C33 12.048 11.686 15.708
C34 12.446 13.177 15.911
O20 11.368 13.788 16.705
C35 11.458 15.087 16.758
O21 12.405 15.835 16.593
O22 10.295 15.506 17.212
C36 10.052 16.920 17.356
H65 12.675 11.151 15.021
H66 11.011 11.689 15.222
H67 12.002 11.220 16.700
H68 12.569 13.663 14.931
H69 13.411 13.305 16.441
H70 10.866 17.269 17.978
H71 9.118 16.882 17.916
H72 10.050 17.480 16.372
C37 24.482 12.822 15.292
C38 24.493 12.773 16.811
O23 23.110 12.907 17.376
C39 22.387 11.769 17.215
O24 22.796 10.780 16.756
O25 21.089 11.852 17.627
C40 20.447 13.072 18.069
H73 24.208 13.803 14.864
H74 23.717 12.083 14.987
H75 25.451 12.552 14.881
H76 25.013 13.633 17.180
H77 24.977 11.837 17.183
H78 21.084 13.504 18.874
H79 19.512 12.659 18.511
H80 20.311 13.717 17.165
C41 14.422 11.375 18.465
C42 15.552 12.344 18.685
O26 15.750 13.185 17.469
C43 16.708 14.096 17.631
O27 17.306 14.373 18.682
O28 16.979 14.765 16.500
C44 16.453 14.370 15.259
H81 14.217 10.913 19.430
H82 14.678 10.597 17.781
H83 13.497 11.874 18.047
H84 16.461 11.808 18.979
H85 15.346 13.150 19.403
H86 15.445 14.623 15.139
H87 16.589 13.320 15.134
H88 17.046 14.792 14.411
N1 17.053 11.901 21.598
C45 16.975 11.558 22.900
C46 17.858 12.000 23.863
C47 18.994 12.728 23.484
C48 19.150 12.959 22.153
C49 18.206 12.551 21.259
H89 16.105 11.009 23.260
H90 17.778 11.569 24.822
H91 19.722 13.062 24.266
H92 20.004 13.543 21.735
H93 18.256 12.777 20.187
N2 11.716 16.821 21.071
C50 11.682 15.539 21.024
C51 12.764 14.753 20.494
C52 13.810 15.427 19.945
C53 13.808 16.782 19.953
C54 12.746 17.470 20.535
H94 10.778 15.000 21.310
H95 12.680 13.646 20.392
H96 14.761 14.931 19.641
H97 14.578 17.466 19.536
H98 12.764 18.536 20.625

Computed properties:
Highest occupied orbital energy, eV: -9.33
Multiplicity: 1
LUMO, eV: 0.4
Energy, a.u.: -4332.62748
Kohn-Sham gap, eV: 9.75

=====

Which of these has the highest multiplicity? C8H18I2IrNOP2